{"formula": "C56H83BN8O3SSc", "method": "ωB97M-V/def2-TZVPD", "elements": ["Sc", "C", "C", "C", "C", "C", "C", "C", "C", "C", "N", "N", "B", "N", "N", "C", "C", "C", "C", "C", "C", "C", "C", "C", "N", "N", "C", "C", "C", "C", "C", "C", "C", "C", "C", "H", "H", "H", "H", "H", "H", "H", "H", "H", "H", "H", "H", "H", "H", "H", "H", "H", "H", "H", "H", "H", "H", "H", "H", "H", "H", "H", "H", "H", "H", "H", "H", "H", "H", "H", "H", "H", "H", "H", "H", "H", "H", "H", "H", "H", "H", "O", "C", "O", "C", "C", "C", "C", "C", "C", "S", "H", "H", "H", "H", "C", "C", "C", "C", "C", "C", "C", "N", "C", "C", "C", "C", "C", "C", "C", "N", "C", "C", "C", "C", "H", "H", "H", "H", "H", "H", "H", "H", "H", "H", "H", "H", "H", "H", "H", "H", "H", "H", "H", "H", "H", "H", "H", "H", "C", "C", "C", "C", "O", "H", "H", "H", "H", "H", "H", "H", "H", "H"], "xyz": [[-0.1067, -0.6939, 0.4104], [-4.5160, -2.1858, 2.6990], [-3.8335, -1.3521, 1.6036], [-4.9191, -0.9398, 0.6019], [-3.1354, -0.1666, 2.2106], [-3.6972, 0.7066, 3.1497], [-2.6992, 1.6081, 3.4562], [-2.7603, 2.6747, 4.5107], [-4.1085, 3.3978, 4.4991], [-2.5246, 2.0422, 5.8858], [-1.6070, 1.2698, 2.7305], [-1.8719, 0.1756, 1.9749], [-0.3129, 2.0899, 2.4846], [-0.2774, 2.5798, 1.0133], [-0.0183, 1.7076, 0.0013], [0.0644, 2.4159, -1.1189], [-0.1575, 3.7728, -0.8373], [-0.3793, 3.8358, 0.5215], [-0.7932, 5.0195, 1.3407], [-2.3210, 5.0697, 1.4171], [-0.2299, 6.3187, 0.7744], [0.4204, 1.8369, -2.4538], [1.8386, 2.2897, -2.8148], [-0.5608, 2.2413, -3.5518], [1.0065, 1.3231, 2.7688], [1.4599, 0.3774, 1.8965], [2.7465, 0.1768, 2.1535], [3.1406, 0.9914, 3.2219], [2.0187, 1.7035, 3.5855], [2.0189, 2.7579, 4.6607], [2.0862, 4.1808, 4.0997], [0.9168, 2.6124, 5.7071], [3.6269, -0.7178, 1.3231], [3.3999, -2.1999, 1.6023], [5.1021, -0.3663, 1.5128], [-4.7454, -3.1849, 2.3274], [-3.9084, -2.2836, 3.5953], [-5.4584, -1.7147, 2.9871], [-3.0777, -1.9574, 1.0939], [-5.5660, -0.1776, 1.0423], [-4.5146, -0.5450, -0.3223], [-5.5390, -1.8031, 0.3540], [-4.6910, 0.6718, 3.5595], [-1.9749, 3.4075, 4.3233], [-4.9135, 2.7160, 4.7766], [-4.1043, 4.2155, 5.2216], [-4.3398, 3.8080, 3.5185], [-3.3582, 1.3832, 6.1351], [-1.6135, 1.4452, 5.8966], [-2.4469, 2.8079, 6.6591], [-0.3435, 3.0344, 3.2041], [-0.1481, 4.5882, -1.5381], [-0.4125, 4.8935, 2.3551], [-2.7385, 5.2793, 0.4300], [-2.7182, 4.1115, 1.7510], [-2.6579, 5.8454, 2.1075], [-0.6221, 6.5093, -0.2250], [-0.5091, 7.1616, 1.4077], [0.8568, 6.2806, 0.7077], [0.4173, 0.7497, -2.3801], [1.8812, 3.3788, -2.8975], [2.5517, 1.9744, -2.0528], [2.1477, 1.8527, -3.7644], [-0.5231, 3.3187, -3.7401], [-0.3014, 1.7113, -4.4675], [-1.5866, 1.9752, -3.2960], [4.1129, 1.0654, 3.6757], [2.9694, 2.5827, 5.1775], [1.1373, 4.4759, 3.6574], [2.3206, 4.8883, 4.8971], [2.8549, 4.2589, 3.3311], [-0.0588, 2.8510, 5.2916], [0.8799, 1.5955, 6.0991], [1.1019, 3.2938, 6.5402], [3.3648, -0.5234, 0.2804], [3.7574, -2.4557, 2.6052], [2.3418, -2.4495, 1.5262], [3.9262, -2.8090, 0.8698], [5.4208, -0.5580, 2.5405], [5.7123, -0.9881, 0.8562], [5.3069, 0.6794, 1.2796], [2.4266, -2.6546, -1.4068], [2.0634, -1.5354, -1.7356], [1.3113, -0.7712, -0.9948], [2.5664, -0.9160, -3.0123], [3.8542, -0.3983, -2.9946], [4.4126, 0.1865, -4.1214], [3.6563, 0.2257, -5.2878], [2.3799, -0.3041, -5.3129], [1.7821, -0.8889, -4.1809], [0.1729, -1.5564, -4.2577], [4.4276, -0.4539, -2.0755], [5.4137, 0.5976, -4.0906], [4.0685, 0.6705, -6.1869], [1.7978, -0.2813, -6.2264], [-2.1873, -6.6478, -3.5289], [-1.7351, -5.3125, -4.1328], [-2.7713, -4.8607, -5.1607], [-0.3892, -5.4872, -4.8488], [-1.5463, -4.2943, -3.0186], [-0.6084, -4.5183, -2.0155], [-0.3612, -3.5402, -1.0722], [-0.9807, -2.3622, -1.0785], [-1.8878, -2.1372, -2.0272], [-2.2236, -3.0865, -2.9820], [-2.5080, -0.7889, -1.9958], [-3.4486, -0.3768, -2.9299], [-4.0752, 0.8554, -2.8048], [-3.7308, 1.6227, -1.6969], [-2.7497, 1.1655, -0.8336], [-2.1276, -0.0017, -0.9817], [-5.0913, 1.2981, -3.8494], [-6.2806, 0.3287, -3.8175], [-4.4352, 1.2679, -5.2352], [-5.6039, 2.7140, -3.5851], [-2.3233, -7.3878, -4.3194], [-3.1337, -6.5331, -2.9975], [-1.4510, -7.0360, -2.8252], [-2.8499, -5.6119, -5.9478], [-2.4820, -3.9193, -5.6278], [-3.7589, -4.7408, -4.7117], [-0.4942, -6.1973, -5.6721], [0.3765, -5.8623, -4.1714], [-0.0387, -4.5319, -5.2416], [-0.0225, -5.4263, -1.9829], [0.3914, -3.6762, -0.3110], [-2.9467, -2.8482, -3.7438], [-3.6850, -1.0181, -3.7638], [-4.1739, 2.5877, -1.5072], [-2.4505, 1.7674, 0.0117], [-5.9709, -0.6863, -4.0637], [-7.0365, 0.6386, -4.5416], [-6.7376, 0.3099, -2.8272], [-4.0808, 0.2718, -5.4964], [-3.5792, 1.9422, -5.2733], [-5.1566, 1.5793, -5.9933], [-6.1398, 2.7789, -2.6371], [-6.2948, 3.0030, -4.3787], [-4.7880, 3.4370, -3.5703], [-1.3485, -3.1643, 3.4085], [0.0237, -2.9392, 2.7696], [0.9080, -2.1880, 3.7739], [0.6352, -4.2993, 2.4156], [-0.1442, -2.1714, 1.6151], [-1.2754, -3.8107, 4.2869], [-2.0274, -3.6246, 2.6900], [-1.7596, -2.2030, 3.7150], [1.0100, -2.7524, 4.7042], [0.4564, -1.2191, 3.9964], [1.8993, -2.0065, 3.3657], [0.8039, -4.8867, 3.3211], [1.5842, -4.1901, 1.8931], [-0.0479, -4.8543, 1.7696]], "homo_lumo_gap_ev": 5.57, "total_energy_ev": -109708.46855, "largest_force_ha_per_bohr": 0.0154, "total_charge": -1}